Below is a molecular structure, C49H37F3N5O2P2SSnTe, with properties calculated with ωB97M-V with the def2-TZVPD basis set.

HOMO level (eV): -10.2
Gap between HOMO and LUMO (eV): 7.79
ΔE to the lowest compared entry with this formula, charge and spin (kcal/mol): 34.9
Spin multiplicity: 1
Charge: +1

Cartesian coordinates (Å):
1 Sn 0.36 -1.28 1.22
2 N 3.73 -6.47 -1.98
3 C 3.00 -5.33 -2.07
4 C 1.93 -5.08 -1.19
5 C 1.24 -3.89 -1.25
6 C 1.59 -2.94 -2.20
7 C 2.61 -3.19 -3.12
8 C 3.30 -4.38 -3.06
9 S 0.97 -1.31 -2.22
10 O -0.58 -1.46 -2.08
11 O 1.33 -0.69 -3.45
12 N 1.29 -0.58 -0.85
13 C 2.59 -0.16 -0.60
14 N 2.82 0.06 0.69
15 C 4.01 0.54 1.02
16 C 4.99 0.79 0.07
17 C 4.69 0.42 -1.23
18 N 3.50 -0.07 -1.57
19 H 3.55 -7.14 -1.25
20 H 4.53 -6.61 -2.57
21 H 1.66 -5.83 -0.45
22 H 0.42 -3.72 -0.57
23 H 2.84 -2.45 -3.87
24 H 4.09 -4.58 -3.77
25 H 4.18 0.70 2.08
26 H 5.95 1.21 0.34
27 H 5.41 0.51 -2.03
28 Te -4.68 -1.99 -0.49
29 C -6.05 -0.37 -0.84
30 C -6.54 0.38 0.22
31 C -7.35 1.47 -0.06
32 N -7.68 1.84 -1.29
33 C -7.25 1.09 -2.30
34 C -6.44 -0.03 -2.13
35 C -2.90 -0.83 -0.62
36 P -2.11 -0.67 -2.11
37 C -2.81 -1.61 -3.46
38 C -2.74 -3.00 -3.35
39 C -3.31 -3.80 -4.32
40 C -3.96 -3.21 -5.40
41 C -4.01 -1.83 -5.52
42 C -3.43 -1.02 -4.56
43 C -1.85 1.06 -2.57
44 C -0.65 1.74 -2.75
45 C -0.67 3.10 -3.04
46 C -1.87 3.78 -3.15
47 C -3.07 3.11 -2.97
48 C -3.06 1.76 -2.68
49 P -2.03 -0.11 0.78
50 C -2.27 1.70 0.75
51 C -1.32 2.51 1.38
52 C -1.54 3.87 1.49
53 C -2.69 4.44 0.96
54 C -3.62 3.64 0.31
55 C -3.41 2.27 0.21
56 C -3.02 -0.66 2.21
57 C -3.97 0.14 2.82
58 C -4.81 -0.41 3.79
59 C -4.69 -1.74 4.15
60 C -3.71 -2.53 3.57
61 C -2.88 -1.99 2.60
62 H -6.28 0.12 1.24
63 H -7.74 2.09 0.75
64 H -7.56 1.40 -3.29
65 H -6.12 -0.61 -2.98
66 H -2.22 -3.45 -2.51
67 H -3.26 -4.88 -4.25
68 H -4.44 -3.83 -6.15
69 H -4.50 -1.38 -6.38
70 H -3.45 0.06 -4.65
71 H 0.29 1.24 -2.68
72 H 0.26 3.62 -3.18
73 H -1.88 4.84 -3.37
74 H -4.02 3.64 -3.04
75 H -3.99 1.23 -2.52
76 H -0.43 2.06 1.80
77 H -0.81 4.49 2.00
78 H -2.86 5.50 1.04
79 H -4.52 4.07 -0.10
80 H -4.15 1.65 -0.27
81 H -4.07 1.18 2.56
82 H -5.56 0.21 4.27
83 H -5.35 -2.16 4.90
84 H -3.59 -3.57 3.87
85 H -2.12 -2.61 2.13
86 F 3.15 5.14 7.98
87 C 3.20 5.31 6.65
88 F 4.50 5.50 6.32
89 F 2.56 6.47 6.37
90 C 2.62 4.16 5.89
91 C 2.25 2.98 6.53
92 C 1.75 1.92 5.80
93 C 1.61 2.03 4.42
94 C 1.97 3.23 3.78
95 C 2.48 4.28 4.51
96 C 1.12 0.97 3.60
97 C 0.71 0.18 2.78
98 H 2.36 2.91 7.61
99 H 1.48 1.00 6.29
100 H 1.86 3.30 2.71
101 H 2.76 5.21 4.03